This record from OMol25 describes one molecule with the formula CHBrO. The level of theory is ωB97M-V with the def2-TZVPD basis set.

```
4
Properties=species:S:1:pos:R:3:forces:R:3
O 0.4711 1.4970 0.0193 -2.6 -10.2 0.5
C 0.1058 -0.0345 0.0688 5.0 8.4 -1.5
Br -1.5845 -0.6698 0.0310 -0.3 0.1 0.2
H 1.0076 -0.7927 -0.1192 -2.1 1.8 0.7
```
Positions in Å, forces in eV/Å.

The SMILES is O=CBr. The total energy comes out at -2687.820352 Eh. The gap between HOMO and LUMO (alpha / beta) comes out at 9.263 / 9.258 eV. Its net charge is 0. The value obtained for the LUMO energy (alpha / beta) is -1.264 / -1.264 eV. The value obtained for the relative energy (zero: lowest compared OMol25 entry of this formula, charge and spin) is 3.4372 eV.

Now the Mulliken charges, all in e: -0.42 0.06 0.07 0.29